a | {
  "formula": "C5H29NO9",
  "method": "wB97M-V/def2-TZVPD",
  "charge": 1,
  "homo_lumo_gap_ev": [10.2, 5.3],
  "homo_ha": [-0.491, -0.491],
  "multiplicity": 2,
  "elements": ["C", "N", "C", "C", "C", "O", "C", "H", "H", "H", "H", "H", "H", "H", "H", "H", "H", "H", "H", "H", "H", "H", "O", "H", "H", "O", "H", "H", "O", "H", "H", "O", "H", "H", "O", "H", "H", "O", "H", "H", "O", "H", "H", "O"],
  "coordinates": [[-1.78497, 1.85790, 0.90559], [-0.66617, 1.77384, -0.06233], [-0.72395, 0.57096, -0.85392], [0.64276, 0.32028, -1.58923], [1.56184, -0.73500, -0.95789], [1.49103, 1.47905, -1.63278], [-1.79772, 0.73150, -1.98300], [-2.73427, 1.55697, 0.44253], [-1.73082, 2.83502, 1.36006], [-1.65009, 0.96628, 1.54609], [-0.51152, 2.59782, -0.64759], [-1.06506, -0.20303, -0.14673], [0.47064, 0.04838, -2.60637], [2.50947, -0.77734, -1.51364], [1.19884, -1.75444, -0.96218], [1.80617, -0.45672, 0.08858], [1.56740, 1.90752, -0.77582], [-1.50013, 1.39237, -2.77009], [-1.85060, -0.23306, -2.46543], [-2.73741, 0.94734, -1.52127], [0.29605, -1.42211, -4.13586], [1.03575, -0.00330, -4.41208], [0.81240, -0.85594, -4.75588], [0.78354, 2.22099, 1.94271], [0.26784, 3.57112, 1.80191], [1.05987, 3.13027, 2.12096], [0.54585, -1.51698, 2.41836], [-0.47720, -0.82147, 3.44465], [-0.34805, -1.53570, 2.82331], [2.80922, -1.88371, 2.00308], [2.81975, -0.57373, 2.91558], [2.32996, -1.08469, 2.26659], [-1.27200, -2.57772, -3.03484], [-0.61460, -2.07288, -1.68668], [-0.48425, -2.18433, -2.65091], [-1.71705, -3.02561, 0.28217], [-0.36661, -2.43320, 0.64631], [-1.06875, -2.37394, -0.00191], [3.84929, 1.75098, 2.20234], [2.51771, 2.06978, 2.89557], [3.30173, 1.51524, 2.95594], [-2.11712, -1.24216, 2.11628], [-3.65486, -1.63208, 2.18953], [-2.80394, -1.84446, 1.79830]],
  "mulliken_charge": [-0.76, 0.05, 1.05, 0.55, -1.26, -0.59, -1.47, 0.30, 0.39, 0.33, 0.33, 0.04, -0.45, 0.37, 0.37, 0.32, 0.38, 0.48, 0.34, 0.39, 0.42, 0.34, -0.65, 0.39, 0.30, -0.66, 0.36, 0.29, -0.62, 0.28, 0.27, -0.59, 0.32, 0.20, -0.62, 0.27, 0.19, -0.65, 0.32, 0.31, -0.64, 0.26, 0.28, -0.53]
}

***

b | {
  "formula": "C5H29NO9",
  "method": "wB97M-V/def2-TZVPD",
  "charge": 1,
  "homo_lumo_gap_ev": [10.5, 6.0],
  "homo_ha": [-0.505, -0.505],
  "multiplicity": 2,
  "elements": ["C", "C", "C", "C", "C", "N", "H", "H", "H", "H", "H", "H", "H", "H", "H", "H", "H", "H", "H", "O", "H", "H", "O", "H", "H", "O", "H", "H", "O", "H", "H", "O", "H", "H", "O", "H", "H", "O", "H", "H", "O", "H", "H", "O"],
  "coordinates": [[2.31624, -1.95219, 2.85383], [3.08047, -1.65000, 1.57673], [2.15051, -1.59207, 0.30334], [1.53181, -0.21536, 0.16929], [1.84536, 0.70921, -0.73596], [0.41267, 0.03279, 1.15379], [2.25533, -2.96577, 3.11346], [1.32793, -1.47284, 2.79361], [2.84716, -1.34346, 3.58386], [3.44771, -0.57283, 1.76314], [3.91449, -2.21700, 1.46295], [2.72088, -2.02147, -0.57139], [1.21984, -2.23303, 0.28505], [2.60942, 0.50343, -1.42331], [1.36205, 1.66416, -0.83964], [-0.02525, 1.00212, 0.87494], [-0.39191, -0.62114, 1.22339], [-2.80817, -0.18728, 2.34154], [-2.26481, 0.59923, 3.66645], [-2.44648, 0.68451, 2.64209], [-0.96092, 0.58158, -3.53645], [-0.70491, -0.18010, -4.92446], [-0.73342, -0.25189, -4.08000], [-1.91811, -0.62636, -0.82275], [-2.75079, -2.02592, -1.02329], [-2.55572, -1.19391, -0.37460], [-3.47372, -1.23342, 1.27449], [-3.59280, -2.55783, 1.96829], [-3.68024, -1.67219, 2.06206], [1.86212, 0.76443, 4.59863], [1.98584, 0.96083, 3.03937], [2.44015, 0.80783, 3.86628], [-0.61473, 2.15411, -4.56669], [-1.79260, 2.79568, -3.77360], [-1.55358, 2.01847, -4.27199], [-1.86844, -1.69454, -3.04889], [-0.79378, -2.54023, -2.63739], [-1.69191, -2.37641, -2.29708], [-1.40756, 4.71848, -0.74472], [-0.80965, 3.98868, 0.50035], [-0.70771, 4.02190, -0.48544], [-0.67102, 2.89924, -2.22447], [0.88771, 2.23434, -2.41301], [0.00055, 2.25615, -2.32182]],
  "mulliken_charge": [-1.02, -0.45, -0.87, 0.50, -0.63, -0.22, 0.41, 0.16, 0.31, 0.20, 0.56, 0.42, 0.40, 0.33, 0.32, 0.25, 0.27, 0.33, 0.33, -0.67, 0.51, 0.23, -0.67, 0.29, 0.38, -0.69, 0.43, 0.27, -0.63, 0.31, 0.30, -0.62, 0.38, 0.25, -0.68, 0.38, 0.30, -0.71, 0.31, 0.32, -0.64, 0.31, 0.26, -0.51]
}

***

Least stable structure: b

***

a | {
  "formula": "C12H23FN",
  "method": "wB97M-V/def2-TZVPD",
  "charge": 1,
  "homo_lumo_gap_ev": 9.5,
  "smiles": "CC(C)=C(F)/C(C)=C(\\C)[N@@H+](C)C(C)C",
  "homo_ha": -0.439,
  "elements": ["C", "C", "C", "C", "F", "C", "C", "C", "C", "N", "C", "C", "C", "C", "H", "H", "H", "H", "H", "H", "H", "H", "H", "H", "H", "H", "H", "H", "H", "H", "H", "H", "H", "H", "H", "H", "H"],
  "coordinates": [[3.78012, 0.03590, 0.55509], [2.85105, -0.91309, 1.30082], [3.65442, -2.00711, 1.97187], [1.49898, -0.85519, 1.40592], [0.83782, -1.89337, 1.95946], [0.51658, -0.05174, 0.69947], [0.17666, 1.28504, 1.54642], [-0.11720, -0.28252, -0.49409], [0.04498, -1.46279, -1.39440], [-1.14145, 0.70831, -0.87562], [-0.63513, 1.47913, -2.10243], [-2.67699, 0.22981, -0.91229], [-3.56724, 1.47230, -1.12865], [-3.08775, -0.53815, 0.39401], [4.81488, -0.17427, 0.57236], [3.61108, 1.12758, 0.79715], [3.51060, 0.02569, -0.52794], [4.09969, -2.68144, 1.29934], [3.16896, -2.52053, 2.72523], [4.45979, -1.43220, 2.54663], [-0.94008, 1.51886, 1.38373], [0.60816, 2.22232, 1.23450], [0.35171, 1.08129, 2.56783], [0.62738, -1.19214, -2.35615], [-0.83790, -2.04377, -1.57410], [0.66829, -2.21310, -0.90849], [-1.00215, 1.43156, -0.15737], [0.35081, 1.98595, -1.83318], [-0.48175, 0.78633, -2.95699], [-1.37986, 2.23695, -2.31329], [-2.80251, -0.46244, -1.82371], [-4.53011, 0.94161, -1.38807], [-3.55395, 2.30467, -0.28781], [-3.38840, 1.99151, -2.10332], [-2.51818, -1.36782, 0.51095], [-4.06548, -0.87325, 0.33020], [-2.90585, 0.10012, 1.33695]],
  "mulliken_charge": [-1.37, 0.91, -1.49, -0.60, -0.36, 1.67, -1.63, -0.26, -1.56, 0.36, -0.89, 0.32, -1.19, -1.33, 0.44, 0.30, 0.29, 0.34, 0.41, 0.38, 0.47, 0.41, 0.44, 0.32, 0.30, 0.43, 0.38, 0.29, 0.33, 0.45, 0.23, 0.40, 0.26, 0.41, 0.46, 0.48, 0.24]
}

***

b | {
  "formula": "C12H23FN",
  "method": "wB97M-V/def2-TZVPD",
  "charge": 1,
  "homo_lumo_gap_ev": [7.7, 7.5],
  "homo_ha": [-0.452, -0.450],
  "elements": ["C", "C", "C", "C", "C", "C", "C", "C", "C", "C", "C", "C", "N", "F", "H", "H", "H", "H", "H", "H", "H", "H", "H", "H", "H", "H", "H", "H", "H", "H", "H", "H", "H", "H", "H", "H", "H"],
  "coordinates": [[0.04626, 0.03988, 1.07339], [-1.50449, -1.44504, 0.53994], [-1.07175, 0.72151, 0.29747], [-2.19441, -0.34842, -0.24316], [-1.65991, 1.51935, 1.48741], [-0.78268, 1.80849, -0.74433], [-2.16139, -0.71730, -1.78062], [-3.63837, -0.05468, 0.15705], [3.54226, -1.42369, 0.23596], [1.36700, -2.33470, -0.53893], [2.25190, 1.09198, 1.20421], [1.96521, -1.35044, 0.49632], [1.33377, 0.07815, 0.45716], [-2.08958, -2.10456, 1.54966], [-1.96271, 0.91052, 2.26416], [-2.59843, 2.00600, 1.35706], [-0.80962, 2.07923, 1.75517], [-0.02545, 2.59651, -0.37480], [-1.77716, 2.44476, -0.97049], [-0.29294, 1.41721, -1.61591], [-2.90512, -0.04955, -2.20201], [-2.30848, -1.69203, -2.03055], [-1.12115, -0.48700, -2.16367], [-4.26816, -0.74916, -0.17608], [-3.87378, 0.83986, -0.33240], [-3.84192, -0.15560, 1.28525], [4.18670, -1.30129, 1.08112], [3.90715, -2.31278, -0.17840], [3.97423, -0.53927, -0.42559], [0.41083, -2.83143, -0.15141], [1.99301, -3.05215, -0.86970], [1.08357, -1.93960, -1.54183], [1.45296, 1.67454, 1.59642], [2.84947, 0.72207, 2.03456], [2.79682, 1.59378, 0.52421], [1.62116, -1.62421, 1.42080], [1.42322, 0.21135, -0.57138]],
  "mulliken_charge": [-1.34, -0.25, 1.57, 1.97, -2.04, -1.54, -1.47, -2.19, -1.29, -1.17, -1.00, 0.08, 0.14, -0.24, 0.46, 0.49, 0.58, 0.35, 0.31, 0.46, 0.40, 0.42, 0.29, 0.67, 0.53, 0.30, 0.40, 0.42, 0.29, 0.23, 0.50, 0.28, 0.42, 0.31, 0.47, 0.57, 0.61]
}

***

Least stable structure: b

***

a | {
  "formula": "C14H16O",
  "method": "wB97M-V/def2-TZVPD",
  "charge": 0,
  "homo_lumo_gap_ev": 9.2,
  "smiles": "Cc1ccc(O)cc1.Cc1ccccc1",
  "homo_ha": -0.309,
  "elements": ["C", "C", "C", "C", "C", "O", "C", "C", "H", "H", "H", "H", "H", "H", "H", "H", "C", "C", "C", "C", "C", "C", "C", "H", "H", "H", "H", "H", "H", "H", "H"],
  "coordinates": [[-0.67222, 1.54722, -3.77372], [-1.49753, 1.01257, -2.53076], [-1.36341, -0.31686, -2.16104], [-1.90976, -0.84606, -0.99517], [-2.50026, 0.10053, -0.15671], [-2.89424, -0.19132, 1.14827], [-2.79662, 1.42108, -0.59263], [-2.29006, 1.88276, -1.79617], [-0.81704, 1.06564, -4.66634], [0.39399, 1.51236, -3.57185], [-0.94875, 2.56927, -4.31318], [-0.87219, -1.07173, -2.85723], [-2.06786, -1.86969, -0.89522], [-2.39143, -1.06455, 1.38719], [-3.67687, 1.90595, -0.15866], [-2.26464, 2.97614, -1.90137], [3.20799, -0.71644, 3.62641], [2.33141, -0.96020, 2.35896], [2.84011, -1.14349, 1.03788], [1.91394, -0.89121, 0.06104], [0.64164, -0.49169, 0.24178], [0.13190, -0.40733, 1.53719], [0.95158, -0.76892, 2.57184], [4.17410, -0.56517, 3.32165], [3.52242, -1.61100, 4.32924], [2.91976, -0.00683, 4.30165], [3.87438, -1.34842, 0.84208], [2.06725, -0.92841, -1.02730], [0.34271, 0.14835, -0.54197], [-0.88709, -0.08662, 1.63885], [0.53681, -0.85595, 3.53528]],
  "mulliken_charge": [-1.30, 0.60, -0.36, -0.59, 0.40, -0.66, -0.56, -0.43, 0.39, 0.28, 0.31, 0.29, 0.48, 0.43, 0.37, 0.32, -1.49, 0.75, -0.98, -0.25, 0.00, -0.50, -1.15, 0.45, 0.26, 0.39, 0.43, 0.32, 0.25, 1.09, 0.46]
}

***

b | {
  "formula": "C14H16O",
  "method": "wB97M-V/def2-TZVPD",
  "charge": 0,
  "homo_lumo_gap_ev": 9.2,
  "smiles": "Cc1ccc(O)cc1.Cc1ccccc1",
  "homo_ha": -0.305,
  "elements": ["C", "C", "C", "C", "C", "O", "C", "C", "H", "H", "H", "H", "H", "H", "H", "H", "C", "C", "C", "C", "C", "C", "C", "H", "H", "H", "H", "H", "H", "H", "H"],
  "coordinates": [[0.96045, -1.03868, 3.69730], [1.70509, -0.69171, 2.38494], [1.98961, -1.67543, 1.42642], [2.59109, -1.24089, 0.16950], [2.95759, 0.09457, -0.00133], [3.49031, 0.72282, -1.16233], [2.40475, 1.18486, 0.85208], [1.96729, 0.74284, 2.07817], [1.72497, -1.30414, 4.41167], [0.56999, -1.94583, 3.43438], [0.45325, -0.24889, 4.16110], [1.74473, -2.76596, 1.62908], [3.02304, -2.06676, -0.47451], [3.83918, -0.07382, -1.67861], [2.24171, 2.22898, 0.54202], [1.80880, 1.41127, 2.94374], [-3.08049, -0.90898, -3.11020], [-2.42146, -0.02001, -2.13644], [-2.64209, 1.29353, -2.13945], [-2.25670, 2.22779, -1.16130], [-1.40609, 1.72656, -0.24841], [-1.11150, 0.37871, -0.14335], [-1.56651, -0.46549, -1.15240], [-2.91558, -0.58565, -4.20549], [-4.14581, -0.76531, -3.19321], [-2.96925, -1.99661, -2.87689], [-3.44060, 1.70890, -2.87193], [-2.75525, 3.22256, -1.28344], [-0.88193, 2.33174, 0.51190], [-0.59140, 0.06568, 0.68350], [-1.28720, -1.54665, -1.08650]],
  "mulliken_charge": [-1.83, 0.85, -0.45, -0.61, 0.47, -0.51, -0.28, -0.48, 0.45, 0.44, 0.41, 0.26, 0.28, 0.32, 0.40, 0.28, -1.38, 0.72, -0.21, -0.65, -0.28, -0.51, -0.28, 0.30, 0.36, 0.31, 0.18, 0.32, 0.33, 0.56, 0.23]
}

***

c | {
  "formula": "C14H16O",
  "method": "wB97M-V/def2-TZVPD",
  "charge": 0,
  "homo_lumo_gap_ev": 9.5,
  "smiles": "Cc1ccc(O)cc1.Cc1ccccc1",
  "homo_ha": -0.320,
  "elements": ["C", "C", "C", "C", "C", "O", "C", "C", "H", "H", "H", "H", "H", "H", "H", "H", "C", "C", "C", "C", "C", "C", "C", "H", "H", "H", "H", "H", "H", "H", "H"],
  "coordinates": [[-0.25198, -2.13733, 1.51681], [0.83340, -1.20401, 1.96500], [2.17022, -1.52004, 1.81797], [3.14857, -0.61089, 2.23801], [2.70145, 0.57959, 2.78023], [3.63410, 1.40974, 3.40355], [1.36956, 0.89973, 2.99386], [0.42170, -0.04968, 2.62503], [-1.05163, -2.35284, 2.23576], [-0.00632, -3.13127, 1.13619], [-0.81989, -1.68165, 0.69398], [2.43015, -2.52207, 1.50995], [4.21712, -0.78570, 2.27613], [4.22236, 1.86570, 2.79677], [1.05649, 1.79966, 3.49182], [-0.62425, 0.09961, 2.83091], [0.54207, 0.28138, -1.97184], [-0.95565, 0.54134, -2.07032], [-1.76710, -0.57071, -2.33225], [-3.09603, -0.33277, -2.66533], [-3.53959, 0.93181, -3.00435], [-2.72627, 2.01852, -2.69371], [-1.40173, 1.83873, -2.30474], [0.98871, 0.54168, -2.92920], [0.72860, -0.74626, -1.64413], [1.13504, 0.78935, -1.21586], [-1.31930, -1.53505, -2.14659], [-3.70947, -1.20444, -2.73274], [-4.41436, 1.08395, -3.62989], [-3.15573, 3.00476, -2.81244], [-0.76022, 2.69918, -2.15857]],
  "mulliken_charge": [-1.44, 0.68, -0.44, -0.44, 0.30, -0.55, -0.59, -0.46, 0.39, 0.36, 0.21, 0.37, 0.43, 0.32, 0.46, 0.40, -1.50, 1.04, -0.55, -0.47, -0.52, -0.24, -0.59, 0.34, 0.33, 0.37, 0.34, 0.36, 0.36, 0.36, 0.36]
}

***

Least stable structure: a

***

a | {
  "formula": "C9H11NO5",
  "method": "wB97M-V/def2-TZVPD",
  "charge": 0,
  "homo_lumo_gap_ev": [7.6, 7.6],
  "homo_ha": [-0.311, -0.311],
  "elements": ["C", "C", "C", "C", "C", "C", "C", "C", "C", "N", "O", "O", "O", "O", "O", "H", "H", "H", "H", "H", "H", "H", "H", "H", "H", "H"],
  "coordinates": [[2.73371, -0.83121, 1.67478], [2.52393, -1.78605, 0.70850], [1.97173, 0.33911, 1.62885], [1.52974, -1.58117, -0.27226], [0.97712, 0.43680, 0.71099], [0.62651, -0.47643, -0.27705], [-0.13942, 0.95236, -2.07296], [-2.49102, 0.88976, 0.88274], [-0.55070, 2.05728, 1.30127], [0.38322, 3.02841, 0.94839], [0.23492, 3.55084, -0.12173], [1.29674, 3.19426, 1.77067], [-0.47703, 1.64784, 2.52696], [-0.23975, -0.26025, -1.30397], [-1.71489, 2.02812, 0.62372], [3.55603, -0.90237, 2.32780], [3.29880, -2.61024, 0.59304], [2.02153, 1.03357, 2.47279], [1.49428, -2.18182, -1.16211], [-0.92630, 0.93740, -2.75522], [0.87618, 0.92230, -2.74163], [-0.21157, 1.84083, -1.45248], [-3.42527, 1.20250, 0.69837], [-2.49323, 0.69585, 2.02569], [-2.13207, -0.11453, 0.44789], [0.41138, 2.06377, 2.79594]],
  "mulliken_charge": [-0.68, -0.49, -0.37, -0.55, 1.61, -0.17, -0.48, -0.75, -0.16, 1.27, -0.65, -0.70, -0.47, -0.38, -0.38, 0.41, 0.27, 0.11, 0.40, 0.24, 0.24, 0.21, 0.41, 0.31, 0.19, 0.56]
}

***

b | {
  "formula": "C9H11NO5",
  "method": "wB97M-V/def2-TZVPD",
  "charge": 0,
  "homo_lumo_gap_ev": 10.2,
  "smiles": "C[C@@]12OC(=O)C[C@@H]1C(=O)N[C@]2(C=O)CO",
  "homo_ha": -0.376,
  "elements": ["C", "C", "O", "C", "O", "C", "C", "C", "O", "N", "C", "C", "O", "C", "O", "H", "H", "H", "H", "H", "H", "H", "H", "H", "H", "H"],
  "coordinates": [[0.02072, -1.18676, 2.00097], [-0.36014, -0.56309, 0.62034], [-0.89620, -1.50878, -0.22001], [-2.00242, -1.09557, -0.78618], [-2.63138, -1.71427, -1.62615], [-2.32256, 0.32855, -0.33241], [-1.28255, 0.60156, 0.72962], [-0.43109, 1.90817, 0.55716], [-0.87979, 2.96059, 0.82685], [0.70747, 1.54405, -0.00346], [1.08424, 0.19755, -0.19701], [2.28919, -0.19728, 0.51390], [2.95190, -1.20296, 0.31624], [1.00975, -0.16838, -1.67246], [2.02845, 0.46039, -2.40974], [0.90253, -1.89365, 1.89847], [-0.90879, -1.64637, 2.19826], [0.36083, -0.47778, 2.81256], [-2.18226, 0.88498, -1.33251], [-3.40672, 0.40041, -0.07902], [-1.69540, 0.67736, 1.71619], [1.41066, 2.27419, -0.43962], [2.32647, 0.49477, 1.40881], [0.05026, 0.17502, -2.23081], [0.88442, -1.24938, -1.88207], [2.97243, -0.00335, -2.38794]],
  "mulliken_charge": [-1.84, 1.06, -0.45, 0.34, -0.61, -0.58, 0.05, 0.01, -0.60, -0.01, 1.08, -0.53, -0.51, -0.90, -0.59, 0.38, 0.58, 0.30, 0.24, 0.30, 0.58, 0.34, 0.34, 0.23, 0.43, 0.36]
}

***

Least stable structure: a